Entry 1:
The following is a quantum chemistry calculation of the molecule CH4NP, from the OMol25 dataset.

Last columns: bonded neighbours and bond lengths (Å).
Positions of all 7 atoms, in Å:
1 C 0.144 -0.423 -0.346  N2 1.506, P3 1.779, H4 1.077
2 N 1.088 -1.038 0.653  C1 1.506, H5 0.983
3 P 0.128 1.352 -0.462  C1 1.779, H6 1.480, H7 1.492
4 H -0.597 -0.967 -0.909  C1 1.077
5 H 0.922 -1.958 0.348  N2 0.983
6 H 0.579 1.582 0.929  P3 1.480
7 H -1.338 1.406 -0.188  P3 1.492

Output
- ΔE to the lowest compared entry with this formula, charge and spin: 38.1 kcal/mol
- Maximum force: 8.76 eV Å⁻¹
- Orbital gap: 9.62 eV


Entry 2:
The following is a quantum chemistry calculation of a cluster of 2 separate species, CH4NS in total, from the OMol25 dataset.

Last columns: bonded neighbours and bond lengths (Å).
Positions of all 7 atoms, in Å:
1 S -0.917 1.160 -1.192  H2 1.340
2 H -0.195 2.116 -1.793  S1 1.340
3 C 0.606 -1.402 0.805  N4 1.282, H5 1.089, H6 1.085
4 N 1.293 -1.295 1.882  C3 1.282, H7 1.022
5 H -0.319 -1.974 0.860  C3 1.089
6 H 1.041 -1.100 -0.141  C3 1.085
7 H 1.736 -0.374 1.917  N4 1.022

Output
- Charge: -1
- ΔE to the lowest compared entry with this formula, charge and spin: 20.4 kcal/mol
- Maximum force: 2.65 eV Å⁻¹
- Orbital gap: 7.10 eV


Entry 3:
The following is a quantum chemistry calculation of the molecule CH4O, from the OMol25 dataset.

Last columns: bonded neighbours and bond lengths (Å).
Positions of all 6 atoms, in Å:
1 C -0.224 -0.022 0.274  O2 1.370, H3 1.038, H4 1.125, H5 1.096
2 O 0.312 -0.418 -0.922  C1 1.370, H6 1.085
3 H -1.005 -0.696 0.386  C1 1.038
4 H -0.691 0.990 0.122  C1 1.125
5 H 0.494 -0.167 1.090  C1 1.096
6 H 1.113 0.314 -0.951  O2 1.085

Output
- ΔE to the lowest compared entry with this formula, charge and spin: 15.6 kcal/mol
- Maximum force: 6.09 eV Å⁻¹
- Orbital gap: 11.25 eV


Entry 4:
The following is a quantum chemistry calculation of the molecule CH4O, from the OMol25 dataset.

Last columns: bonded neighbours and bond lengths (Å).
Positions of all 6 atoms, in Å:
1 C 0.004 -0.495 0.454  O2 1.424, H3 1.093, H4 1.088, H5 1.085
2 O 0.031 0.563 -0.500  C1 1.424, H6 0.943
3 H -0.586 -1.332 0.073  C1 1.093
4 H 1.028 -0.799 0.660  C1 1.088
5 H -0.423 -0.205 1.408  C1 1.085
6 H -0.713 1.117 -0.328  O2 0.943

Output
- ΔE to the lowest compared entry with this formula, charge and spin: 0.7 kcal/mol
- Maximum force: 0.93 eV Å⁻¹
- Orbital gap: 11.53 eV


Entry 5:
The following is a quantum chemistry calculation of a cluster of 2 separate species, CH4O2 in total, from the OMol25 dataset.

Last columns: bonded neighbours and bond lengths (Å).
Positions of all 7 atoms, in Å:
1 C -0.875 0.258 0.559  O3 1.220, H4 1.081, H5 1.145
2 O 1.119 -0.712 -0.630  H6 0.948, H7 0.946
3 O -1.417 0.550 -0.495  C1 1.220
4 H -1.015 -0.550 1.262  C1 1.081
5 H -0.088 0.932 1.047  C1 1.145
6 H 0.360 -0.168 -0.799  O2 0.948
7 H 1.916 -0.310 -0.943  O2 0.946

Output
- ΔE to the lowest compared entry with this formula, charge and spin: 13.6 kcal/mol
- Maximum force: 2.73 eV Å⁻¹
- Orbital gap: 11.08 eV


Entry 6:
The following is a quantum chemistry calculation of a cluster of 2 separate species, CH4O2 in total, from the OMol25 dataset.

Last columns: bonded neighbours and bond lengths (Å).
Positions of all 7 atoms, in Å:
1 O 1.196 -0.174 -0.207  C2 1.226
2 C 0.000 0.000 0.000  O1 1.226, H3 1.116, H4 1.116
3 H -0.329 -0.394 0.991  C2 1.116
4 H -0.793 0.419 -0.664  C2 1.116
5 O -0.266 0.819 3.551  H6 0.984, H7 0.984
6 H -0.988 1.331 3.981  O5 0.984
7 H 0.041 1.393 2.814  O5 0.984

Output
- ΔE to the lowest compared entry with this formula, charge and spin: 8.7 kcal/mol
- Maximum force: 2.59 eV Å⁻¹
- Orbital gap: 10.72 eV


Entry 7:
The following is a quantum chemistry calculation of a cluster of 2 separate species, CH4O2S in total, from the OMol25 dataset.

Last columns: bonded neighbours and bond lengths (Å).
Positions of all 8 atoms, in Å:
1 S -0.088 -1.962 0.806  H2 1.430, H3 1.445
2 H 0.211 -2.537 -0.468  S1 1.430
3 H -1.194 -1.754 -0.099  S1 1.445
4 O 0.926 2.279 0.435  C5 1.205
5 C 0.012 1.532 0.188  O4 1.205, O6 1.362, H7 1.138
6 O 0.073 0.711 -0.897  C5 1.362, H8 0.995
7 H -0.941 1.346 0.781  C5 1.138
8 H 1.001 0.385 -0.746  O6 0.995

Output
- ΔE to the lowest compared entry with this formula, charge and spin: 25.2 kcal/mol
- Maximum force: 4.05 eV Å⁻¹
- Orbital gap: 10.49 eV


Entry 8:
The following is a quantum chemistry calculation of a cluster of 2 separate species, CH4O2S in total, from the OMol25 dataset.

Last columns: bonded neighbours and bond lengths (Å).
Positions of all 8 atoms, in Å:
1 S 2.332 -0.342 -0.054  H2 1.421, H3 1.333
2 H 1.323 -1.330 -0.216  S1 1.421
3 H 1.922 0.454 -1.042  S1 1.333
4 O -1.004 -0.393 -0.986  C5 1.221
5 C -1.451 -0.017 0.086  O4 1.221, O6 1.383, H7 1.108
6 O -0.873 0.975 0.856  C5 1.383, H8 0.937
7 H -2.284 -0.359 0.730  C5 1.108
8 H 0.035 1.011 0.626  O6 0.937

Output
- Multiplicity: 2
- Charge: +1
- ΔE to the lowest compared entry with this formula, charge and spin: 14.8 kcal/mol
- Maximum force: 2.25 eV Å⁻¹
- Orbital gap (alpha / beta): 10.94 / 4.71 eV